15
Properties=species:S:1:pos:R:3:mulliken_charge:R:1 method="wB97M-V/def2-TZVPD" max_force_ha_per_bohr=0.118 spin_multiplicity=3 total_energy_ev=-8284.9072 orbital_gap_ev="5.1 / 7.1" molar_mass_da=96.1 e_homo_ha="-0.15276 / -0.32101" s2=2.0167
C 2.0076 0.9431 -0.4576 0.04
C 1.3931 1.4130 0.5922 -0.93
C -0.3698 0.5681 -0.1377 -0.45
C 0.8695 -0.0612 -0.2264 0.93
C 1.2533 -1.3904 0.2230 -1.52
N -2.7225 0.6518 0.1219 -0.69
N -1.4853 -0.0186 0.3518 0.08
H 2.9388 0.6821 -1.1235 0.39
H -0.6310 1.5681 -0.6999 0.21
H 2.2330 -1.5687 -0.0238 0.43
H 0.5277 -2.0708 -0.0729 0.40
H 1.1326 -1.4230 1.3276 0.32
H -3.2855 0.0914 -0.4515 0.23
H -2.3696 1.4175 -0.3882 0.31
H -1.4919 -0.8023 0.9649 0.26

---

28
Properties=species:S:1:pos:R:3:mulliken_charge:R:1 method="wB97M-V/def2-TZVPD" max_force_ha_per_bohr=0.087 total_energy_ev=-22823.5719 orbital_gap_ev="5.6 / 5.0" molar_mass_da=308.2 e_homo_ha="-0.25443 / -0.24021"
C -1.0057 1.5307 -1.9393 -0.40
C 2.2050 2.2787 1.5751 -0.38
C -0.4895 2.4806 -1.0295 -0.78
C 1.1304 2.8236 0.7278 -0.77
C -0.9398 0.2055 -1.6507 -0.80
C 2.6219 0.9767 1.4764 -1.12
C 0.4519 1.9466 -0.1219 0.96
C 0.7425 0.5425 0.0565 -0.08
C -0.4885 -0.2849 -0.3620 0.29
C 2.0701 0.1691 0.4013 0.77
C -1.2873 -1.1104 0.4947 -0.70
C 2.8995 -0.7096 -0.2153 -0.77
C -2.5657 -3.3169 0.5786 -1.38
C -2.4940 -1.9180 0.0040 0.10
I 4.9414 -0.7805 -0.0648 0.07
H -1.4733 1.7823 -2.8726 0.43
H 2.6237 2.8136 2.4037 0.42
H -0.6893 3.5291 -1.1952 0.36
H 0.8883 3.9083 0.6755 0.32
H -1.2016 -0.4074 -2.4719 0.46
H 3.6066 0.6913 1.7751 0.33
H -0.8384 -1.4913 1.4333 0.44
H 2.5109 -1.4200 -0.8159 0.63
H -2.9231 -3.9886 -0.1739 0.36
H -3.1490 -3.4579 1.4430 0.31
H -1.5028 -3.5155 0.6197 0.42
H -3.3952 -1.3141 0.3155 0.27
H -2.2490 -1.9634 -1.0670 0.26

---

12
Properties=species:S:1:pos:R:3:mulliken_charge:R:1 method="wB97M-V/def2-TZVPD" max_force_ha_per_bohr=0.124 total_energy_ev=-91982.2540 orbital_gap_ev=9.5 molar_mass_da=255.9 e_homo_ha=-0.43675
C 0.8174 -0.1020 1.8370 0.19
C -0.4582 -0.0373 0.0891 -0.33
C -0.0939 1.3069 -0.4557 0.84
C 0.0387 -1.2614 -0.6096 0.98
N 1.3464 0.0079 2.8320 -0.36
F 1.2079 1.4650 -0.6459 -0.21
F -0.5550 2.2239 0.4691 -0.24
F -0.7186 1.5784 -1.6072 -0.23
F 0.9632 -2.0616 0.0284 -0.25
F -0.9876 -2.0308 -0.8605 -0.24
F 0.6433 -0.9470 -1.7977 -0.27
Br -2.2036 -0.1418 0.7210 0.12

---

15
Properties=species:S:1:pos:R:3:mulliken_charge:R:1 method="wB97M-V/def2-TZVPD" max_force_ha_per_bohr=0.020 total_energy_ev=-9406.4442 orbital_gap_ev=9.3 molar_mass_da=100.1 e_homo_ha=-0.31859
C -1.1151 -0.8297 -0.4711 -1.22
C -0.1693 0.8588 0.0171 0.38
O -1.0169 1.8995 0.0552 -0.51
C 0.6083 0.5178 1.2544 -0.55
C 1.3431 -0.5488 0.4191 -0.43
C 0.5949 -0.0809 -0.8657 0.51
O 0.8213 -0.2486 -2.0538 -0.73
H -1.6162 -0.8856 0.4831 0.40
H -1.7471 -0.4865 -1.2930 0.33
H -0.7574 -1.8369 -0.7534 0.38
H -1.2954 2.1904 -0.8219 0.35
H 1.2728 1.3351 1.5713 0.27
H 0.0057 0.2172 2.1158 0.26
H 2.4000 -0.3404 0.2652 0.30
H 1.1978 -1.5758 0.7580 0.26